(1)
{
  "formula": "C3H4Cl2S",
  "method": "ωB97M-V/def2-TZVPD",
  "charge": 0,
  "orbital_gap_ev": 9.95,
  "e_above_lowest_kj_mol": 111.9,
  "smiles": "ClC1(Cl)CCS1",
  "homo_energy_ev": -9.2,
  "e_tot_ha": -1435.216070,
  "symbols": ["C", "C", "C", "S", "Cl", "Cl", "H", "H", "H", "H"],
  "coordinates": [[0.749, 0.067, 0.036], [-0.641, 0.189, -0.583], [1.586, 1.058, -1.330], [-0.090, 1.043, -2.101], [2.852, 0.255, -2.216], [2.093, 2.545, -0.706], [0.852, 0.507, 1.061], [1.202, -0.933, -0.118], [-1.091, -0.701, -0.736], [-1.155, 0.957, 0.051]]
}

(2)
{
  "formula": "C6H8O5Tl",
  "method": "ωB97M-V/def2-TZVPD",
  "charge": 1,
  "orbital_gap_ev": 9.75,
  "homo_energy_ev": -12.7,
  "e_tot_ha": -781.852031,
  "symbols": ["Tl", "O", "O", "C", "C", "O", "C", "H", "H", "H", "H", "O", "C", "C", "O", "C", "H", "H", "H", "H"],
  "coordinates": [[-0.429, -1.864, -2.285], [0.932, -2.085, -0.557], [1.072, -2.183, 1.681], [2.115, -1.948, 2.645], [3.034, -0.960, 1.918], [2.564, -1.024, 0.559], [1.423, -1.705, 0.491], [1.663, -1.533, 3.551], [2.600, -2.905, 2.867], [4.087, -1.256, 1.932], [2.922, 0.071, 2.271], [-2.663, 0.527, -1.171], [-3.220, 1.868, -1.352], [-2.068, 2.609, -2.013], [-1.050, 1.564, -2.126], [-1.457, 0.427, -1.647], [-4.112, 1.773, -1.978], [-3.484, 2.247, -0.361], [-1.645, 3.413, -1.404], [-2.286, 2.965, -3.024]]
}

(3)
{
  "formula": "C15H20Cl2HfN2O3S",
  "method": "ωB97M-V/def2-TZVPD",
  "charge": 2,
  "orbital_gap_ev": 7.11,
  "homo_energy_ev": -13.7,
  "e_tot_ha": -2284.935097,
  "symbols": ["Hf", "C", "C", "O", "C", "C", "C", "N", "N", "C", "O", "C", "C", "C", "C", "C", "C", "H", "H", "H", "H", "H", "H", "H", "H", "H", "H", "H", "H", "Cl", "C", "Cl", "H", "H", "C", "S", "C", "O", "H", "H", "H", "H", "H", "H"],
  "coordinates": [[1.212, -0.410, -0.241], [3.318, -2.046, 2.946], [2.068, -1.897, 2.250], [2.151, -0.811, 1.457], [0.951, -2.653, 2.387], [-0.334, -2.331, 1.821], [-1.536, -2.985, 2.473], [-0.392, -1.316, 0.945], [-1.660, -0.861, 0.641], [-1.619, 0.176, -0.150], [-0.416, 0.786, -0.444], [-2.844, 0.655, -0.830], [-4.077, 0.058, -0.591], [-5.202, 0.409, -1.352], [-5.127, 1.352, -2.334], [-3.950, 2.004, -2.512], [-2.834, 1.677, -1.762], [4.212, -1.878, 2.255], [3.366, -3.021, 3.455], [3.371, -1.308, 3.743], [1.015, -3.514, 3.053], [-1.122, -3.765, 3.155], [-2.250, -3.392, 1.769], [-2.092, -2.172, 2.989], [-4.116, -0.712, 0.188], [-6.103, -0.067, -1.114], [-6.005, 1.613, -2.865], [-3.889, 2.916, -3.051], [-1.946, 2.216, -2.007], [2.808, -2.724, -1.211], [2.246, -2.361, -2.885], [0.729, -1.370, -2.784], [2.125, -3.280, -3.417], [3.006, -1.790, -3.401], [3.213, 2.994, 0.729], [2.936, 2.606, -1.002], [1.784, 4.011, -1.150], [2.248, 1.192, -0.912], [2.240, 3.108, 1.213], [3.811, 3.874, 0.805], [3.732, 2.129, 1.190], [2.508, 4.784, -0.881], [1.002, 4.023, -0.369], [1.460, 4.077, -2.201]]
}

(4)
{
  "formula": "C14H15NO2S",
  "method": "ωB97M-V/def2-TZVPD",
  "charge": 0,
  "orbital_gap_ev": 9.23,
  "e_above_lowest_kj_mol": 37.9,
  "smiles": "C/C(=C\\c1ccccc1)C(=O)N[C@@H]1CCSC1=O",
  "homo_energy_ev": -8.9,
  "e_tot_ha": -1145.925920,
  "symbols": ["C", "C", "C", "C", "C", "C", "C", "C", "C", "H", "H", "H", "H", "H", "H", "C", "O", "N", "H", "C", "C", "O", "S", "C", "C", "H", "H", "H", "H", "H", "H", "H", "H"],
  "coordinates": [[-0.250, -1.043, 0.993], [-0.346, 0.239, 0.223], [-1.495, 0.821, -0.152], [-2.853, 0.326, 0.027], [-3.200, -1.006, -0.193], [-4.505, -1.430, -0.017], [-5.482, -0.536, 0.386], [-5.152, 0.794, 0.591], [-3.854, 1.225, 0.401], [-3.597, 2.262, 0.559], [-5.913, 1.499, 0.894], [-6.498, -0.872, 0.529], [-4.760, -2.464, -0.198], [-2.453, -1.703, -0.541], [-1.409, 1.796, -0.619], [0.900, 0.983, -0.107], [0.910, 2.138, -0.486], [2.056, 0.267, 0.003], [2.032, -0.689, 0.317], [3.346, 0.887, -0.185], [4.212, 0.505, 1.014], [4.166, 0.991, 2.104], [5.260, -0.855, 0.593], [4.668, -0.947, -1.137], [4.064, 0.414, -1.446], [4.855, 1.124, -1.692], [3.372, 0.356, -2.285], [3.935, -1.751, -1.199], [5.517, -1.190, -1.771], [3.164, 1.968, -0.195], [0.065, -1.873, 0.357], [-1.219, -1.294, 1.419], [0.462, -0.942, 1.813]]
}

(5)
{
  "formula": "C46H62BrN5OPRuSb2",
  "method": "ωB97M-V/def2-TZVPD",
  "charge": 2,
  "orbital_gap_ev": [6.60, 4.05],
  "e_above_lowest_kj_mol": 229.1,
  "s_squared": 8.80,
  "homo_energy_ev": [-12.0, -12.0],
  "multiplicity": 6,
  "e_tot_ha": -5629.127972,
  "symbols": ["Ru", "Br", "C", "C", "C", "C", "C", "C", "C", "C", "C", "C", "H", "H", "H", "H", "H", "H", "C", "Sb", "C", "C", "C", "C", "C", "C", "C", "C", "C", "Sb", "C", "C", "H", "H", "H", "H", "H", "H", "H", "H", "H", "H", "H", "H", "H", "H", "H", "H", "H", "H", "H", "H", "O", "N", "C", "C", "C", "C", "P", "N", "C", "C", "C", "C", "C", "C", "C", "C", "H", "H", "H", "H", "H", "H", "H", "H", "H", "H", "H", "H", "H", "H", "H", "H", "H", "H", "H", "H", "H", "H", "H", "H", "H", "H", "H", "N", "C", "C", "C", "C", "C", "C", "N", "C", "C", "C", "C", "N", "C", "C", "H", "H", "H", "H", "H", "H", "H", "H", "H"],
  "coordinates": [[-0.700, -0.331, -1.224], [-1.198, 1.321, 0.978], [-1.630, 2.834, -0.163], [-2.035, 3.992, 0.441], [-2.315, 5.110, -0.356], [-2.156, 5.039, -1.711], [-1.734, 3.849, -2.342], [-1.559, 3.788, -3.740], [-1.113, 2.641, -4.332], [-0.864, 1.500, -3.553], [-1.086, 1.477, -2.195], [-1.478, 2.682, -1.557], [-2.136, 4.048, 1.513], [-2.639, 6.022, 0.121], [-2.359, 5.900, -2.329], [-1.760, 4.672, -4.324], [-0.946, 2.603, -5.398], [-0.483, 0.618, -4.061], [-1.364, -3.160, 2.767], [-0.626, -1.188, 3.299], [-2.382, -0.707, 4.496], [0.762, -2.005, 4.942], [1.332, -0.843, 5.561], [0.669, -0.287, 6.668], [1.125, 0.852, 7.282], [2.265, 1.497, 6.788], [2.927, 0.982, 5.700], [2.499, -0.191, 5.059], [3.252, -0.668, 3.921], [2.717, 0.418, 1.982], [3.991, 2.160, 2.306], [4.279, -0.634, 0.914], [-2.336, -3.339, 3.219], [-0.654, -3.912, 3.092], [-1.446, -3.200, 1.687], [-2.666, -1.565, 5.096], [-3.193, -0.449, 3.820], [-2.169, 0.144, 5.132], [1.432, -2.662, 4.406], [0.065, -2.550, 5.563], [-0.210, -0.792, 7.042], [0.614, 1.245, 8.146], [2.622, 2.397, 7.265], [3.810, 1.478, 5.327], [3.117, -1.709, 3.661], [4.303, -0.407, 3.982], [4.961, 1.836, 2.669], [3.534, 2.840, 3.015], [4.122, 2.672, 1.358], [5.175, -0.655, 1.527], [4.495, -0.109, -0.011], [3.969, -1.648, 0.687], [0.897, -1.452, 0.870], [0.416, -1.506, -0.247], [-3.861, -4.512, -2.968], [-3.030, -3.731, -1.958], [-3.141, -4.418, -0.598], [-1.554, -3.714, -2.357], [-3.624, -1.892, -1.749], [-2.435, -1.040, -1.135], [-5.109, -1.732, -0.535], [-6.248, -2.695, -0.847], [-5.616, -0.296, -0.664], [-4.598, -1.914, 0.896], [-3.956, -1.095, -3.471], [-5.179, -1.618, -4.209], [-2.686, -1.378, -4.277], [-4.076, 0.421, -3.282], [-3.583, -5.563, -2.909], [-3.682, -4.189, -3.988], [-4.923, -4.443, -2.748], [-2.620, -5.375, -0.640], [-4.172, -4.630, -0.336], [-2.684, -3.813, 0.180], [-1.100, -4.665, -2.091], [-1.011, -2.928, -1.816], [-1.407, -3.573, -3.422], [-6.561, -2.613, -1.884], [-7.104, -2.442, -0.223], [-5.996, -3.731, -0.641], [-6.182, -0.155, -1.579], [-4.796, 0.417, -0.625], [-6.284, -0.075, 0.165], [-4.413, -2.950, 1.152], [-5.355, -1.546, 1.585], [-3.685, -1.335, 1.050], [-5.152, -2.688, -4.382], [-5.220, -1.131, -5.181], [-6.094, -1.370, -3.681], [-2.660, -2.393, -4.661], [-1.797, -1.198, -3.655], [-2.643, -0.709, -5.136], [-5.100, 0.733, -3.107], [-3.730, 0.927, -4.181], [-3.450, 0.761, -2.457], [5.237, 1.061, -4.993], [6.070, 1.941, -5.620], [6.970, 1.800, -6.666], [7.629, 2.940, -7.074], [7.400, 4.185, -6.467], [6.516, 4.336, -5.426], [5.835, 3.195, -4.986], [4.900, 3.043, -4.017], [4.547, 1.774, -4.040], [3.490, 1.239, -3.232], [2.990, -0.063, -3.387], [1.887, -0.454, -2.663], [1.263, 0.346, -1.788], [1.773, 1.570, -1.586], [2.856, 2.054, -2.277], [5.164, 0.078, -5.197], [7.139, 0.847, -7.143], [8.332, 2.879, -7.890], [7.935, 5.045, -6.840], [6.335, 5.293, -4.965], [3.429, -0.760, -4.083], [1.468, -1.451, -2.790], [1.265, 2.190, -0.855], [3.212, 3.060, -2.129]]
}

(6)
{
  "formula": "C27H25N2O6",
  "method": "ωB97M-V/def2-TZVPD",
  "charge": -1,
  "orbital_gap_ev": 4.44,
  "e_above_lowest_kj_mol": 0.0,
  "homo_energy_ev": -3.5,
  "e_tot_ha": -1604.824988,
  "symbols": ["C", "C", "O", "C", "N", "N", "C", "O", "O", "C", "C", "O", "H", "H", "H", "H", "H", "H", "H", "H", "H", "H", "C", "C", "C", "C", "C", "C", "C", "C", "C", "C", "C", "C", "O", "C", "C", "C", "C", "C", "C", "C", "O", "C", "C", "H", "H", "H", "H", "H", "H", "H", "H", "H", "H", "H", "H", "H", "H", "H"],
  "coordinates": [[-5.453, 1.011, 3.378], [-4.294, 0.048, 3.433], [-3.052, 0.802, 3.608], [-2.021, -0.013, 3.889], [-0.876, 0.825, 4.098], [0.099, 0.305, 4.701], [1.349, 1.052, 4.557], [1.737, 1.596, 3.545], [2.021, 0.943, 5.716], [3.188, 1.825, 5.727], [3.927, 1.657, 7.030], [-2.071, -1.229, 3.925], [-6.366, 0.426, 3.522], [-5.412, 1.779, 4.156], [-5.516, 1.521, 2.411], [-4.407, -0.640, 4.283], [-4.223, -0.532, 2.500], [3.833, 1.572, 4.873], [2.833, 2.863, 5.620], [4.765, 2.360, 7.023], [3.302, 1.877, 7.901], [4.324, 0.644, 7.152], [3.554, -0.680, -1.349], [2.882, -1.825, -1.786], [2.203, -2.635, -0.884], [2.205, -2.327, 0.496], [1.575, -3.213, 1.466], [0.246, -3.752, 1.130], [-0.622, -4.397, 2.179], [-0.841, -3.769, 3.404], [-1.648, -4.376, 4.365], [-2.279, -5.594, 4.077], [-2.141, -6.163, 2.802], [-1.341, -5.546, 1.839], [-0.229, -3.664, -0.010], [2.272, -3.711, 2.640], [3.759, -3.483, 2.838], [4.689, -3.477, 1.792], [6.052, -3.313, 2.065], [6.515, -3.281, 3.385], [5.595, -3.401, 4.436], [4.233, -3.510, 4.163], [1.721, -4.373, 3.534], [2.845, -1.140, 0.925], [3.515, -0.338, 0.007], [4.101, -0.057, -2.059], [2.892, -2.110, -2.835], [1.691, -3.540, -1.218], [-0.382, -2.801, 3.596], [-1.759, -3.887, 5.332], [-2.892, -6.079, 4.841], [-2.669, -7.083, 2.548], [-1.256, -5.947, 0.825], [4.333, -3.585, 0.764], [6.749, -3.220, 1.231], [7.582, -3.173, 3.593], [5.935, -3.410, 5.471], [3.523, -3.633, 4.983], [2.789, -0.867, 1.984], [4.013, 0.560, 0.365]]
}

(7)
{
  "formula": "C24H20N2O5",
  "method": "ωB97M-V/def2-TZVPD",
  "charge": 0,
  "orbital_gap_ev": 8.41,
  "e_above_lowest_kj_mol": 13.2,
  "smiles": "COc1ccc(C(=O)N/C(=C\\c2ccccc2)C(=O)Nc2ccc(C(=O)O)cc2)cc1",
  "homo_energy_ev": -8.6,
  "e_tot_ha": -1412.332387,
  "symbols": ["C", "H", "O", "C", "C", "C", "C", "C", "C", "H", "H", "C", "O", "N", "C", "C", "C", "C", "C", "C", "C", "C", "H", "H", "H", "H", "H", "H", "C", "O", "N", "C", "C", "C", "C", "C", "C", "H", "H", "C", "O", "O", "H", "H", "H", "H", "H", "H", "H", "H", "H"],
  "coordinates": [[3.894, 1.304, -2.092], [4.977, 1.395, -2.141], [3.503, 2.023, -0.946], [2.187, 2.087, -0.627], [1.162, 1.467, -1.336], [-0.145, 1.571, -0.892], [-0.455, 2.303, 0.247], [0.567, 2.966, 0.924], [1.870, 2.846, 0.504], [2.675, 3.331, 1.032], [0.321, 3.551, 1.796], [-1.853, 2.427, 0.734], [-2.385, 3.482, 1.002], [-2.571, 1.256, 0.810], [-2.083, -0.041, 0.819], [-2.828, -1.126, 0.535], [-4.214, -1.150, 0.091], [-4.779, -0.136, -0.687], [-6.100, -0.211, -1.087], [-6.884, -1.292, -0.720], [-6.330, -2.315, 0.034], [-5.009, -2.249, 0.426], [-4.581, -3.049, 1.015], [-6.932, -3.167, 0.313], [-7.917, -1.342, -1.028], [-6.519, 0.581, -1.690], [-4.174, 0.695, -1.016], [-2.388, -2.097, 0.722], [-0.683, -0.197, 1.346], [-0.321, 0.333, 2.370], [0.090, -1.014, 0.565], [1.475, -1.151, 0.576], [2.286, -0.553, 1.540], [3.658, -0.661, 1.449], [4.244, -1.375, 0.406], [3.431, -1.994, -0.543], [2.061, -1.884, -0.459], [1.432, -2.354, -1.202], [3.897, -2.550, -1.342], [5.707, -1.478, 0.253], [6.263, -1.974, -0.698], [6.393, -0.955, 1.281], [7.344, -1.046, 1.119], [4.286, -0.183, 2.183], [1.833, 0.009, 2.339], [-0.368, -1.421, -0.240], [-3.557, 1.374, 1.018], [-0.933, 1.089, -1.456], [1.370, 0.899, -2.229], [3.627, 0.246, -2.013], [3.454, 1.729, -3.000]]
}

(8)
{
  "formula": "C14H17N3PtSe",
  "method": "ωB97M-V/def2-TZVPD",
  "charge": 0,
  "orbital_gap_ev": [5.92, 5.43],
  "e_above_lowest_kj_mol": 0.7,
  "s_squared": 2.04,
  "homo_energy_ev": [-5.3, -8.6],
  "multiplicity": 3,
  "e_tot_ha": -3228.587204,
  "symbols": ["C", "C", "H", "H", "H", "H", "H", "H", "C", "C", "C", "C", "H", "H", "H", "H", "N", "C", "C", "N", "C", "C", "C", "H", "H", "C", "H", "H", "Pt", "C", "H", "H", "H", "Se", "C", "N"],
  "coordinates": [[-3.572, -0.311, 0.233], [-3.766, 0.938, -0.624], [-3.732, -1.217, -0.355], [-4.290, -0.317, 1.058], [-2.576, -0.380, 0.683], [-3.022, 1.016, -1.418], [-4.756, 0.911, -1.092], [-3.718, 1.850, -0.024], [0.226, -2.472, 0.189], [1.109, -3.552, 0.161], [2.332, -3.423, -0.508], [2.600, -2.234, -1.176], [-0.755, -2.544, 0.654], [0.826, -4.470, 0.675], [3.056, -4.234, -0.522], [3.506, -2.060, -1.753], [0.582, -1.259, -0.308], [1.703, -1.164, -1.083], [1.886, 0.122, -1.713], [0.923, 1.043, -1.407], [0.950, 2.271, -1.966], [3.031, 1.758, -3.066], [2.007, 2.666, -2.779], [0.116, 2.922, -1.722], [2.029, 3.685, -3.156], [2.947, 0.465, -2.563], [3.707, -0.288, -2.765], [3.887, 2.050, -3.676], [-0.396, 0.527, 0.121], [-1.104, 2.349, 0.397], [-1.633, 2.698, -0.492], [-0.231, 2.993, 0.587], [-1.781, 2.403, 1.265], [-0.735, -1.680, 4.427], [-0.670, -0.811, 2.916], [-0.684, -0.249, 1.864]]
}